# 1
Entry from OMol25: a 2-piece molecular cluster, C2H5N5O overall at a distorted geometry (the ωB97M-V functional and the def2-TZVPD basis).

```
13
Properties=species:S:1:pos:R:3:forces:R:3:nbo_charge:R:1
C -2.134915 0.661315 -0.079735 -0.1 0.8 0.7 0.5426
C 2.431018 0.304933 1.014401 -0.1 -0.4 3.8 -0.4368
N -1.549465 1.669969 -0.083557 -0.4 -1.5 0.0 -0.4167
N -0.219932 -1.373444 -0.303965 -1.6 -1.7 0.2 -0.1616
N 0.678774 -0.775909 -0.023681 -0.5 0.0 -0.4 0.2870
N 1.586935 -0.024369 -0.048132 1.1 1.8 -1.4 -0.2979
N -2.966541 -1.381494 0.761274 1.8 -0.4 2.0 -0.5070
O -2.995349 -0.305768 -0.164378 0.0 -0.1 -1.3 -0.3650
H 1.876601 0.727305 1.989426 0.8 -1.3 -1.9 0.1965
H 3.018502 -0.643183 1.270493 -0.3 1.7 0.1 0.2017
H 3.014723 1.165601 0.740781 0.7 -0.2 -0.4 0.2258
H -3.784558 -1.927644 0.604348 -0.8 0.1 -0.6 0.3601
H -2.137165 -2.007987 0.657561 -0.7 1.1 -0.7 0.3714
```
Positions in Å, forces in eV/Å.

E_HOMO	-9.7	eV
molecular weight	115.10	g/mol
E_tot	-11647.3656	eV
energy relative to the best compared isomer or geometry (same formula, charge and spin)	119.4	kcal per mole
charge	0
Kohn-Sham gap	10.379	eV


# 2
Entry from OMol25: a 11-piece molecular cluster, C24H51BClINO42S11 overall at a distorted geometry (the ωB97M-V functional and the def2-TZVPD basis).

```
132
Properties=species:S:1:pos:R:3:forces:R:3:lowdin_charge:R:1
N -0.595779 -1.928342 1.820595 0.3 0.3 0.3 -0.0312
B 0.534657 -2.064584 0.807708 -1.5 -0.2 -1.0 -1.0943
I 2.471354 -1.682819 1.920811 0.9 0.1 0.7 0.6707
C 0.459254 -0.985300 -0.415911 -0.4 0.6 -0.1 -0.2566
C -0.549842 0.188356 -0.193032 0.9 0.5 -0.5 -0.2172
C -0.212387 1.073185 1.041246 -0.5 1.0 0.5 -0.2399
C 1.171318 1.794067 0.919091 0.5 -1.2 -0.7 -0.2657
S 1.416087 2.774922 2.444044 -4.6 1.8 1.8 0.4167
O 0.756029 4.101496 2.215243 2.3 -1.9 -0.3 -0.4157
O 0.794409 2.180848 3.655727 2.3 0.1 -2.2 -0.3830
Cl 3.430491 3.051261 2.803066 -0.5 -0.2 -0.5 0.4144
H -1.497567 -1.972664 1.353292 0.1 -0.2 0.2 0.0299
H -0.517136 -2.667162 2.512995 -0.4 0.0 -0.2 0.0245
H 0.573560 -3.188836 0.357116 0.7 -0.3 0.0 0.0252
H 0.220545 -1.457621 -1.400551 0.2 0.4 1.2 0.0412
H 1.466342 -0.532810 -0.540493 -0.7 -0.3 -0.2 0.0237
H -1.616993 -0.129816 -0.143387 0.7 0.1 0.2 0.1047
H -0.486742 0.849099 -1.098891 -0.2 -0.3 0.6 0.1056
H -0.232247 0.521918 2.000612 0.1 -0.1 -0.8 0.0851
H -0.984733 1.878689 1.139214 0.5 -0.5 -0.1 0.1143
H 1.250427 2.459798 0.030475 -0.1 0.0 0.9 0.1188
H 1.971383 1.022314 0.797643 -0.4 0.6 0.6 0.0406
C 0.859437 -2.487576 -6.332698 0.4 -0.5 0.4 -0.1737
C -0.466880 -3.189946 -6.113369 -0.3 0.5 -0.5 -0.1904
O -0.560966 -3.356986 -4.696669 0.5 0.2 0.3 -0.1989
S 0.175811 -2.116650 -3.960433 0.3 -0.1 -0.2 0.6282
O -0.818510 -1.155966 -3.599794 0.5 -0.4 -0.1 -0.2252
O 1.115260 -2.649213 -3.031977 -0.6 0.2 -0.5 -0.2125
O 0.975358 -1.556271 -5.249020 -0.7 -0.1 0.4 -0.1787
H 1.695601 -3.190224 -6.269093 0.0 0.0 0.0 0.1389
H 0.899043 -1.970654 -7.270696 0.1 0.3 0.2 0.0870
H -0.517356 -4.152341 -6.616108 0.0 -0.1 0.2 0.1361
H -1.303392 -2.566620 -6.438821 0.1 -0.1 -0.1 0.1172
C -4.567358 -2.709388 -2.885348 -0.3 -0.2 0.6 -0.1540
C -3.791567 -4.010748 -2.896857 0.7 0.4 0.3 -0.1492
O -4.318745 -4.747234 -4.011028 -0.7 0.5 -0.6 -0.1854
S -4.762175 -3.709176 -5.164303 0.3 0.1 0.8 0.6290
O -3.711167 -3.621281 -6.129713 -0.7 0.0 0.1 -0.2359
O -6.112915 -3.994164 -5.532574 0.6 0.0 -0.2 -0.2382
O -4.736757 -2.366799 -4.268769 0.2 -0.6 -0.6 -0.1887
H -5.556766 -2.842765 -2.441316 0.0 0.0 0.0 0.1316
H -4.037770 -1.918863 -2.358329 0.0 0.1 -0.3 0.1412
H -3.910028 -4.572990 -1.974133 -0.2 -0.1 -0.2 0.1168
H -2.728879 -3.834404 -3.080788 0.0 0.0 0.1 0.1273
C 2.814723 -0.194612 6.575132 0.1 0.1 -0.6 -0.1645
C 1.451580 -0.598949 6.052796 -0.3 0.6 0.1 -0.1719
O 1.450138 -2.028535 6.091850 0.8 -0.4 0.5 -0.1947
S 2.350601 -2.525860 7.333511 -0.2 0.4 -0.5 0.6228
O 1.489945 -2.809728 8.439906 0.6 -0.1 -0.3 -0.2428
O 3.311318 -3.465843 6.853751 -0.6 0.2 0.4 -0.2307
O 3.099466 -1.123470 7.629032 -0.5 -0.5 0.1 -0.2003
H 3.580821 -0.304584 5.803940 -0.1 0.0 0.0 0.1328
H 2.825941 0.825343 6.954953 0.0 -0.1 0.2 0.1309
H 1.273693 -0.242930 5.038982 0.0 -0.3 -0.1 0.1098
H 0.653154 -0.243956 6.710024 0.0 0.1 0.0 0.1339
C -5.250824 -6.844819 1.151767 -0.1 -0.3 0.5 -0.1601
C -6.180415 -5.828030 1.785948 0.0 0.1 -0.3 -0.1863
O -5.311635 -4.824529 2.327096 0.7 -0.3 -0.2 -0.1798
S -3.999654 -4.698181 1.392546 0.1 0.0 0.4 0.6364
O -4.189332 -3.602133 0.491877 0.3 -0.6 0.3 -0.2346
O -2.844770 -4.827971 2.214460 -0.6 0.3 -0.5 -0.2023
O -4.200703 -6.073728 0.562997 -0.2 0.6 0.0 -0.1950
H -4.810356 -7.503485 1.904453 0.0 0.0 0.0 0.1335
H -5.751731 -7.444522 0.394195 0.1 0.2 -0.1 0.1350
H -6.799495 -6.260754 2.568058 0.1 0.2 0.1 0.1378
H -6.811045 -5.362038 1.041261 0.1 0.0 0.0 0.0886
C 3.781323 6.032936 5.378643 0.2 -0.5 -0.2 -0.1732
C 2.681368 5.024765 5.650306 -0.4 0.3 -0.4 -0.1702
O 2.645345 4.896823 7.078567 0.6 0.5 0.4 -0.1889
S 3.044629 6.310677 7.747622 -0.1 -0.2 -0.5 0.6292
O 1.845997 7.004987 8.097396 0.7 -0.2 0.1 -0.2321
O 4.098210 6.084870 8.685076 -0.6 0.1 -0.2 -0.2356
O 3.661909 7.004821 6.426796 -0.5 -0.2 0.5 -0.1878
H 4.767774 5.571357 5.451055 0.0 0.0 -0.1 0.1227
H 3.676797 6.508121 4.406326 0.0 0.2 0.1 0.1152
H 2.873003 4.061807 5.183951 0.0 0.0 0.3 0.0769
H 1.709993 5.400424 5.318516 0.0 -0.1 -0.1 0.1376
C -2.096982 -0.052205 -10.062058 -0.1 0.3 -0.5 -0.1624
C -2.419715 -1.353343 -10.773687 -0.4 -0.1 0.4 -0.1648
O -1.146265 -1.949881 -11.040670 0.5 0.5 0.3 -0.1853
S -0.118291 -1.555252 -9.858206 -0.4 0.1 -0.2 0.6488
O -0.076278 -2.628968 -8.914070 0.1 0.5 -1.0 -0.2311
O 1.059441 -1.006898 -10.444663 -0.4 -0.5 0.3 -0.2087
O -0.988279 -0.359023 -9.212217 0.2 -0.7 -0.1 -0.1802
H -1.782780 0.719265 -10.768975 0.0 0.0 0.0 0.1337
H -2.934595 0.315543 -9.473156 0.2 -0.1 0.2 0.1384
H -2.969521 -1.196901 -11.698918 0.2 -0.1 -0.1 0.1353
H -2.982908 -2.029582 -10.125545 0.0 0.1 0.0 0.1357
C 6.320419 -1.670315 -2.674666 0.4 -0.1 0.3 -0.1803
C 5.555494 -2.431220 -1.606221 -0.3 -0.3 -0.4 -0.1698
O 4.952624 -1.423239 -0.797472 0.3 0.8 -0.5 -0.2247
S 4.592947 -0.144497 -1.721610 -0.2 -0.4 0.4 0.6150
O 3.222923 -0.223237 -2.105219 0.7 0.4 0.0 -0.2184
O 5.159786 1.020905 -1.121549 -0.4 -0.5 -0.2 -0.2296
O 5.492457 -0.556138 -3.005286 -0.4 -0.1 0.3 -0.1953
H 7.268129 -1.288478 -2.285712 0.0 -0.1 0.0 0.1286
H 6.509487 -2.276216 -3.559099 -0.2 0.2 -0.1 0.1300
H 6.202640 -3.065441 -1.004257 -0.1 0.2 0.2 0.1352
H 4.757389 -3.036894 -2.043917 0.1 0.0 0.0 0.1366
C 8.421034 5.994811 4.162926 0.0 -0.3 0.4 -0.1687
C 8.806078 4.744389 3.393040 0.4 0.3 -0.2 -0.1699
O 7.602271 4.329170 2.744747 -0.5 0.5 0.3 -0.1842
S 6.720491 5.632666 2.374097 0.2 0.0 -0.2 0.6344
O 6.964377 5.974912 1.011479 -0.4 -0.1 0.7 -0.2057
O 5.405634 5.446478 2.897220 0.6 0.0 -0.4 -0.2723
O 7.507444 6.689967 3.311039 0.0 -0.4 -0.5 -0.1855
H 7.900985 5.743922 5.090837 0.1 0.0 0.0 0.1316
H 9.280471 6.622944 4.388245 -0.1 0.1 -0.2 0.1345
H 9.181963 3.955802 4.041097 -0.2 -0.1 -0.1 0.1360
H 9.548295 4.966620 2.622004 0.0 0.0 0.1 0.1331
C 0.862157 8.199722 1.103130 0.0 -0.5 -0.3 -0.1603
C 1.688262 7.407945 2.097230 -0.4 0.0 0.4 -0.1670
O 3.047833 7.753054 1.801876 0.0 0.6 -0.6 -0.1998
S 3.105882 9.279318 1.277410 -0.2 -0.3 0.1 0.6276
O 3.460439 10.125146 2.373102 0.0 -0.2 -0.7 -0.2315
O 3.806068 9.304523 0.034370 -0.1 0.1 0.7 -0.2252
O 1.525886 9.464394 0.989849 0.5 0.0 0.4 -0.1950
H 0.863129 7.723126 0.120213 0.0 0.0 0.0 0.1356
H -0.163894 8.338607 1.437046 0.1 0.2 0.0 0.1355
H 1.534258 6.334079 2.003672 0.2 0.0 -0.1 0.1077
H 1.474791 7.718373 3.124182 -0.1 0.0 0.0 0.1337
C -11.020472 -4.241811 -0.871251 -0.2 -0.4 -0.4 -0.1650
C -11.917674 -4.797257 0.219279 -0.2 0.6 0.1 -0.1684
O -11.078681 -5.682828 0.966245 0.6 0.0 -0.3 -0.1864
S -9.565193 -5.115484 0.956144 -0.6 0.3 -0.2 0.6377
O -9.339168 -4.392420 2.164969 0.2 -0.5 -0.6 -0.2049
O -8.706944 -6.163113 0.507359 -0.5 0.2 0.3 -0.2324
O -9.748675 -4.052793 -0.245645 -0.1 -0.2 0.7 -0.1810
H -10.897539 -4.958789 -1.686370 0.0 0.0 0.0 0.1351
H -11.389343 -3.299457 -1.270636 0.2 0.1 0.1 0.1371
H -12.776668 -5.331311 -0.180487 0.1 -0.2 0.1 0.1356
H -12.261099 -4.006703 0.891187 0.0 0.0 -0.1 0.1343
```
Positions in Å, forces in eV/Å.

E_HOMO	-4.3	eV
molecular weight	1551.54	g/mol
E_tot	-253680.4672	eV
energy relative to the best compared isomer or geometry (same formula, charge and spin)	39.6	kcal per mole
charge	-1
Kohn-Sham gap	5.515	eV


# 3
Entry from OMol25: the molecule C24H27N3O4S (the ωB97M-V functional and the def2-TZVPD basis).

```
59
Properties=species:S:1:pos:R:3:forces:R:3:nbo_charge:R:1
C 4.563707 1.591330 1.972128 0.0 0.0 -0.2 -0.6214
C 4.135736 2.237750 0.659736 0.0 0.2 0.2 -0.3946
C 3.003097 3.250272 0.827893 0.0 -0.2 -0.1 -0.3836
H 3.319327 4.029266 1.525064 0.0 0.1 0.0 0.1978
H 2.802056 3.722539 -0.135788 0.0 0.1 0.0 0.2072
C 1.697479 2.637898 1.351097 0.1 0.1 -0.1 -0.4279
C 1.182029 1.545294 0.464058 -0.1 0.4 -0.1 -0.2296
C 0.669713 1.795065 -0.778185 0.2 -0.6 0.4 0.5349
N 0.169108 0.818449 -1.577664 0.0 0.2 -0.4 -0.5551
C 0.192661 -0.394131 -1.143278 -0.3 0.0 -0.7 0.3473
N 0.714016 -0.775419 0.029456 0.2 0.1 0.3 -0.4726
C 0.762990 -2.144260 0.422972 0.1 -0.5 0.1 0.1719
C 0.058260 -2.567197 1.544137 0.1 0.0 -0.2 -0.1801
C 0.114004 -3.891018 1.918198 0.1 -0.2 0.0 -0.2630
C 0.873743 -4.808816 1.187388 -0.1 0.2 0.0 0.3230
C 1.580975 -4.372242 0.071079 0.1 -0.3 0.0 -0.3205
C 1.527534 -3.041406 -0.303610 -0.1 0.3 0.3 -0.1866
H 2.081835 -2.702310 -1.166444 0.0 0.0 0.0 0.2202
H 2.181612 -5.051512 -0.511911 0.0 -0.1 0.0 0.2223
O 0.852116 -6.088005 1.641630 -0.1 0.2 0.1 -0.4893
C 1.617549 -7.058742 0.968464 0.1 -0.2 -0.1 -0.2527
H 1.457399 -7.988110 1.512528 0.0 0.0 -0.1 0.2022
H 1.286329 -7.185054 -0.067385 0.0 0.0 0.0 0.1754
H 2.683434 -6.810632 0.983057 0.0 0.0 0.0 0.1782
H -0.425318 -4.244676 2.781901 -0.1 0.0 0.1 0.2292
H -0.535866 -1.859270 2.099519 0.0 0.0 0.0 0.2507
C 1.238132 0.189794 0.941042 -0.1 0.2 -0.4 0.6457
O 1.686030 -0.183568 2.003540 0.1 0.0 0.3 -0.6182
S -0.614324 -1.609392 -2.180849 -0.2 0.0 -0.2 0.2371
C -2.074706 -1.902531 -1.106132 0.5 -0.1 0.0 -0.6133
H -1.850239 -2.693377 -0.390445 -0.1 0.2 0.0 0.2551
H -2.876274 -2.213849 -1.774333 0.0 0.0 0.0 0.2468
C -2.402481 -0.611069 -0.366852 -0.3 -0.5 -0.3 0.6689
O -2.362789 -0.552502 0.841338 0.0 0.1 0.3 -0.5993
N -2.688174 0.415542 -1.203585 -0.4 0.1 -0.3 -0.6227
C -2.640302 1.788467 -0.918339 0.0 0.2 0.1 0.2229
C -2.506617 2.290696 0.370734 0.0 -0.2 0.1 -0.2647
C -2.387713 3.653640 0.565384 0.0 0.1 -0.3 -0.1814
C -2.409280 4.544613 -0.499976 0.0 0.0 0.0 -0.0319
C -2.562536 4.031773 -1.782291 0.0 0.0 0.1 -0.2019
C -2.674197 2.671338 -1.993903 0.0 -0.1 0.1 -0.2723
H -2.777447 2.285459 -2.998978 0.0 0.0 -0.1 0.2092
H -2.586763 4.704561 -2.627694 0.0 0.1 -0.1 0.2104
C -2.238445 6.014836 -0.274832 0.1 0.0 0.0 -0.6256
H -1.176434 6.260445 -0.242377 0.0 0.1 0.0 0.2224
H -2.681565 6.316299 0.671376 0.0 0.1 0.0 0.2175
H -2.694217 6.588406 -1.078356 0.0 0.1 0.0 0.2139
H -2.272073 4.030472 1.570943 0.0 0.0 0.1 0.2122
H -2.480626 1.616989 1.210396 0.0 0.0 0.0 0.2566
H -2.661159 0.205401 -2.194163 0.2 -0.1 0.2 0.4062
O 0.600339 3.036096 -1.278132 0.2 0.1 0.2 -0.6561
H 0.137861 2.993118 -2.127324 -0.1 -0.1 0.1 0.5030
H 0.944253 3.427875 1.403873 0.0 0.0 0.1 0.2206
H 1.848936 2.223034 2.346954 -0.1 0.1 0.0 0.2363
H 4.991629 2.754766 0.217031 0.0 -0.1 -0.1 0.1981
H 3.824513 1.458987 -0.041116 0.0 0.0 -0.1 0.1913
H 3.775123 0.955610 2.364541 0.0 -0.1 0.1 0.2306
H 5.447354 0.975903 1.816914 0.1 -0.1 0.1 0.2049
H 4.802287 2.353218 2.711508 0.1 0.1 0.1 0.1942
```
Positions in Å, forces in eV/Å.

E_HOMO	-8.3	eV
molecular weight	453.56	g/mol
E_tot	-48823.1273	eV
energy relative to the best compared isomer or geometry (same formula, charge and spin)	10.6	kcal per mole
charge	0
SMILES string	CCCCc1c(O)nc(SCC(=O)Nc2ccc(C)cc2)n(-c2ccc(OC)cc2)c1=O
Kohn-Sham gap	8.634	eV


Q: What is the energy relative to the best compared isomer or geometry (same formula, charge and spin) in the first record?
A: 119.4 kcal per mole


Q: The highest Kohn-Sham gap belongs to which entry?
A: C2H5N5O


Q: Among the records above, which one has the highest energy relative to the best compared isomer or geometry (same formula, charge and spin)?
A: C2H5N5O


Q: The lowest charge belongs to which entry?
A: C24H51BClINO42S11